(1)
{"formula": "C6H11N2O", "method": "ωB97M-V with the def2-TZVPD basis set", "elements": ["C", "C", "C", "C", "C", "C", "N", "N", "O", "H", "H", "H", "H", "H", "H", "H", "H", "H", "H", "H"], "positions_angstrom": [[-1.383411, -1.657049, 0.065760], [-2.352908, -0.627170, -0.122954], [-0.036712, -1.202610, 0.238178], [2.597611, 0.300350, 0.187626], [3.578924, -0.747574, -0.202464], [-2.863070, 1.782876, -0.166866], [0.173732, 0.071796, 0.182226], [-2.063153, 0.626856, 0.146036], [2.868598, 1.541204, 0.248786], [-1.643552, -2.726378, 0.210901], [-3.349929, -1.013126, -0.327758], [0.669203, -2.029896, 0.287908], [3.146207, -1.725398, 0.170470], [4.554847, -0.635414, 0.187655], [3.733945, -0.757234, -1.284292], [-2.913405, 2.092428, -1.305234], [-3.822725, 1.499177, 0.234275], [-2.326444, 2.622668, 0.333652], [-0.706341, 0.640486, 0.176491], [2.138574, 1.944006, 0.739610]], "forces_ev_per_angstrom": [[0.495, 0.291, 0.623], [0.087, -0.153, 1.425], [-2.318, -0.577, -0.122], [-0.040, 0.121, 0.225], [-2.154, -0.948, -0.060], [0.639, 0.905, -0.883], [5.662, -2.016, -0.017], [0.051, -2.079, -3.092], [0.115, -1.324, 0.076], [0.199, 0.997, -0.640], [-0.365, 0.633, -0.001], [0.594, 0.573, -0.037], [0.602, 0.962, -0.754], [1.002, 0.615, 0.875], [-0.432, -0.111, -0.165], [0.179, -1.079, 2.136], [-0.753, 1.037, 0.016], [-1.114, -0.340, -0.131], [-2.069, 1.753, 0.650], [-0.381, 0.738, -0.125]], "spin_multiplicity": 1, "orbital_gap_ev": [6.60, 5.57], "total_energy_ev": -11414.1270, "relative_energy_kj_mol": 775.7, "homo_ev": [-12.1, -11.7], "total_charge": 1}

(2)
{"formula": "C15H50N2O10", "method": "ωB97M-V with the def2-TZVPD basis set", "elements": ["N", "C", "N", "O", "H", "H", "H", "H", "C", "C", "O", "H", "H", "H", "H", "H", "H", "C", "C", "O", "H", "H", "H", "H", "H", "H", "C", "C", "O", "H", "H", "H", "H", "H", "H", "C", "C", "O", "H", "H", "H", "H", "H", "H", "C", "C", "O", "H", "H", "H", "H", "H", "H", "C", "O", "H", "H", "H", "H", "C", "O", "H", "H", "H", "H", "C", "O", "H", "H", "H", "H", "C", "O", "H", "H", "H", "H"], "positions_angstrom": [[-0.980351, 0.370143, -1.469961], [-0.233351, 1.105143, -0.603961], [0.972649, 0.733143, -0.637961], [-0.741351, 1.983143, 0.408039], [-1.958351, 0.727143, -1.470961], [-0.567351, -0.149857, -2.279961], [1.639649, 1.327143, -0.152961], [1.333649, 0.100143, -1.367961], [-1.925351, -2.336857, -3.324961], [-2.333351, -3.752857, -3.410961], [-1.501351, -4.474857, -2.619961], [-1.860351, -1.928857, -2.364961], [-2.541351, -1.734857, -3.937961], [-0.865351, -2.233857, -3.679961], [-2.475351, -4.004857, -4.497961], [-3.357351, -3.848857, -3.019961], [-1.509351, -5.345857, -2.916961], [-2.852351, 0.070143, 2.920039], [-3.200351, 0.810143, 1.670039], [-4.494351, 0.636143, 1.435039], [-2.546351, -0.914857, 2.673039], [-3.676351, 0.111143, 3.629039], [-2.060351, 0.362143, 3.503039], [-2.632351, 0.436143, 0.873039], [-2.966351, 1.792143, 1.631039], [-4.687351, -0.336857, 1.340039], [2.188649, 0.573143, -3.735961], [2.037649, -0.969857, -3.587961], [1.218649, -1.163857, -2.546961], [2.883649, 0.620143, -4.518961], [2.690649, 0.871143, -2.808961], [1.225649, 0.958143, -4.153961], [2.971649, -1.433857, -3.447961], [1.608649, -1.453857, -4.509961], [1.153649, -2.114857, -2.521961], [1.803649, 0.176143, 3.898039], [1.271649, -0.521857, 2.692039], [0.082649, -1.356857, 2.905039], [2.057649, -0.443857, 4.708039], [1.117649, 1.013143, 4.107039], [2.670649, 0.762143, 3.605039], [2.164649, -0.880857, 2.133039], [0.869649, 0.272143, 2.058039], [-0.457351, -1.355857, 2.094039], [-0.600351, 3.389143, 3.431039], [0.683649, 4.056143, 3.000039], [1.712649, 3.715143, 3.894039], [-1.269351, 3.302143, 2.636039], [-1.035351, 3.948143, 4.313039], [-0.471351, 2.334143, 3.811039], [0.618649, 5.117143, 2.844039], [1.105649, 3.661143, 2.016039], [2.432649, 4.289143, 3.754039], [-4.632351, -0.172857, -1.889961], [-3.916351, 1.019143, -1.523961], [-5.578351, -0.133857, -1.383961], [-4.056351, -0.957857, -1.369961], [-4.747351, -0.409857, -2.944961], [-3.849351, 1.025143, -0.568961], [3.680649, 3.040143, -0.216961], [2.823649, 2.339143, 0.668039], [3.182649, 3.171143, -1.192961], [4.599649, 2.413143, -0.240961], [4.079649, 3.897143, 0.244039], [3.204649, 2.417143, 1.550039], [-0.219351, -2.462857, 0.216039], [-1.226351, -1.539857, 0.550039], [0.852649, -2.105857, 0.267039], [-0.525351, -2.791857, -0.789961], [-0.422351, -3.352857, 0.783039], [-1.196351, -0.698857, -0.032961], [3.565649, -1.785857, -0.245961], [4.918649, -1.963857, -0.199961], [3.358649, -0.799857, 0.073039], [3.140649, -2.560857, 0.412039], [3.219649, -2.006857, -1.219961], [5.026649, -2.441857, 0.666039]], "forces_ev_per_angstrom": [[-2.767, 0.876, -0.422], [-4.511, 3.736, 4.561], [5.361, 0.060, 0.104], [2.258, -4.360, -5.671], [0.596, -0.624, -0.863], [-0.530, 1.011, 1.308], [-0.016, -0.317, 0.358], [-0.632, 0.526, 0.919], [2.118, 0.205, -1.421], [-2.784, 1.167, -1.025], [1.686, 0.373, 1.053], [-0.501, 0.317, 1.767], [-0.660, 0.838, -0.631], [-0.811, -0.141, -0.179], [0.871, -0.409, 0.783], [-0.143, 0.097, 0.000], [0.138, -2.480, -0.437], [-0.876, -0.165, 0.246], [2.362, -2.071, 1.501], [-5.067, -1.697, -1.716], [-0.395, -1.306, -0.158], [-0.406, -0.301, -0.207], [2.301, 1.417, 0.966], [1.188, -0.810, -1.198], [0.473, 3.401, 0.465], [0.253, 1.501, 0.302], [-0.560, -2.507, -0.489], [0.147, 2.125, -3.601], [-1.700, -1.508, 1.847], [1.216, 0.783, -1.193], [-0.767, 0.849, -0.289], [0.803, 0.338, 1.240], [1.568, -0.489, 0.326], [0.283, 0.638, 0.406], [-0.743, -0.659, 0.976], [-0.981, 1.824, -0.694], [-1.325, 0.594, -1.415], [2.119, 0.000, 0.675], [0.096, -0.696, 1.199], [0.015, -0.712, 0.864], [0.539, -0.271, -0.166], [-0.870, -1.142, 0.135], [0.342, 0.220, -0.268], [0.173, 0.368, 0.167], [0.657, -0.240, 2.584], [1.016, -1.730, -2.323], [-0.482, -0.880, 1.663], [-1.236, 0.186, -1.289], [0.234, -0.468, -1.047], [0.336, 1.086, -0.520], [-0.419, 0.723, 0.338], [-1.446, 0.311, 0.630], [1.295, 1.046, -0.141], [1.105, -0.322, 2.194], [0.115, 0.255, -1.762], [-0.849, -0.103, -0.151], [-0.396, -0.505, -0.644], [0.339, 0.674, -0.040], [-0.450, 0.073, 0.491], [1.091, -2.150, -0.024], [-0.315, 0.370, 0.394], [0.416, 0.105, 0.597], [-0.347, 0.180, -1.094], [-0.207, 1.838, 0.194], [-0.340, -0.189, 0.047], [-0.284, -0.212, -1.951], [-0.158, 2.017, 0.178], [-1.262, -0.287, 0.133], [1.012, -0.078, -0.229], [0.447, -0.219, 0.769], [0.153, -2.074, 0.848], [-0.986, -1.322, 0.797], [2.676, -1.434, 1.764], [-1.020, 1.117, 0.290], [-0.718, 0.633, -0.099], [-0.554, 0.135, -1.184], [0.717, 0.867, -1.534]], "spin_multiplicity": 1, "smiles": "NC(N)=O.CCO.CCO.CCO.CCO.CCO.CO.CO.CO.CO", "orbital_gap_ev": 9.11, "total_energy_ev": -39814.5211, "relative_energy_kj_mol": 259.6, "homo_ev": -8.9}

Which formula does entry 2 have?
C15H50N2O10